Entry 1:
C35H36N4O2PtSi as an isolated structure in a non-equilibrium geometry. Source: OMol25; level of theory: ωB97M-V with the def2-TZVPD basis set.

2S+1: 3
LUMO level (spin up / spin down) in eV: -0.178 / -0.638

```
79
Properties=species:S:1:pos:R:3:lowdin_charge:R:1
Pt -0.752 -0.267 -0.056 1.2037
C 5.601 -3.620 -3.740 -0.0824
O 5.590 -2.978 -2.476 -0.0841
C 5.131 -3.697 -1.418 -0.2884
C 4.835 -5.051 -1.467 -0.0149
C 4.354 -5.688 -0.324 -0.0336
C 4.126 -4.986 0.839 -0.2847
C 4.490 -3.637 0.899 -0.0183
C 4.993 -3.002 -0.216 0.0113
N 3.651 -5.741 1.990 0.0710
N 2.808 -5.254 2.769 0.0743
C 2.131 -4.016 2.443 -0.2619
C 2.097 -3.055 3.419 -0.0316
C 1.543 -1.780 3.216 0.0017
C 0.962 -1.439 2.006 -0.3660
O 0.483 -0.254 1.739 -0.2151
C 0.896 -2.488 1.023 -0.1414
N 0.222 -2.170 -0.117 -0.0663
C 0.011 -3.078 -1.039 -0.1313
C 0.438 -4.404 -0.874 -0.0353
C 1.135 -4.746 0.250 0.0088
C 1.433 -3.770 1.234 -0.1072
H 5.886 -2.863 -4.465 0.0911
H 4.612 -4.011 -3.990 0.0945
H 6.329 -4.434 -3.771 0.0941
H 4.984 -5.623 -2.371 0.1018
H 4.136 -6.751 -0.345 0.1169
H 4.388 -3.093 1.829 0.1190
H 5.288 -1.959 -0.181 0.1189
H 2.573 -3.289 4.366 0.1178
H 1.569 -1.031 3.998 0.1155
H -0.528 -2.761 -1.923 0.1089
H 0.208 -5.139 -1.634 0.1085
H 1.435 -5.773 0.403 0.1176
C -2.457 0.844 -0.023 -0.4241
Si -1.531 2.277 -0.781 0.5148
C -0.073 1.868 -1.929 -0.2357
N 0.884 0.885 -1.356 -0.2667
C 1.542 0.042 -2.361 -0.2087
C 2.540 0.813 -3.230 -0.1607
C 3.354 1.816 -2.386 -0.1804
C 3.293 1.440 -0.907 -0.1721
C 1.855 1.510 -0.402 -0.1590
C -2.767 3.148 -1.912 -0.2377
C -3.406 4.333 -1.530 -0.0872
C -4.431 4.877 -2.296 -0.0893
C -4.840 4.247 -3.463 -0.0989
C -4.218 3.072 -3.866 -0.0947
C -3.195 2.532 -3.096 -0.1072
C -0.977 3.487 0.520 -0.2642
C -0.317 4.661 0.130 -0.1149
C 0.044 5.627 1.060 -0.0873
C -0.252 5.436 2.405 -0.0908
C -0.898 4.277 2.813 -0.0798
C -1.255 3.311 1.878 -0.0777
H -3.192 0.409 -0.702 -0.0149
H -2.899 1.098 0.936 -0.0144
H 0.429 2.802 -2.217 0.0908
H -0.494 1.445 -2.848 0.0800
H 0.768 -0.412 -2.981 0.1131
H 2.042 -0.772 -1.833 0.1108
H 2.010 1.337 -4.029 0.1055
H 3.200 0.087 -3.711 0.1086
H 2.943 2.823 -2.503 0.1072
H 4.386 1.855 -2.734 0.1058
H 3.897 2.122 -0.307 0.1175
H 3.706 0.438 -0.758 0.1061
H 1.571 2.557 -0.278 0.1102
H 1.762 1.038 0.573 0.0948
H -3.099 4.840 -0.620 0.0973
H -4.914 5.794 -1.978 0.1000
H -5.644 4.666 -4.055 0.0981
H -4.534 2.574 -4.774 0.0985
H -2.730 1.604 -3.426 0.0940
H -0.092 4.832 -0.921 0.1045
H 0.552 6.528 0.737 0.1004
H 0.022 6.189 3.132 0.0996
H -1.124 4.122 3.861 0.1021
H -1.739 2.402 2.217 0.0937
```

***

Entry 2:
A 8-piece molecular cluster, C37H45N7O3S overall in a non-equilibrium geometry. Source: OMol25; level of theory: ωB97M-V with the def2-TZVPD basis set.

LUMO level in eV: -2.243
SMILES string: CCOCC1=CC(=O)C(S)=CC1=O.c1cc[nH]c1.c1cc[nH]c1.c1cc[nH]c1.c1cc[nH]c1.c1cc[nH]c1.c1cc[nH]c1.c1cc[nH]c1

```
93
Properties=species:S:1:pos:R:3:lowdin_charge:R:1
C -0.891 -6.420 2.246 -0.1064
C -0.554 -5.165 1.220 -0.2505
O -0.942 -3.842 1.751 -0.2399
C -1.786 -3.107 0.750 -0.1303
C -3.328 -3.699 0.995 -0.0427
C -3.936 -3.576 2.372 0.0680
C -5.460 -4.238 2.548 -0.2107
O -6.352 -3.814 3.452 -0.0384
C -5.789 -5.521 1.527 -0.4263
S -7.016 -6.911 1.991 0.6698
C -5.161 -5.657 0.176 -0.0224
C -4.112 -4.431 -0.253 -0.1830
O -3.979 -4.071 -1.545 -0.0318
H -2.047 -6.697 2.247 0.0792
H -0.295 -7.393 1.898 0.0891
H -0.490 -6.183 3.333 0.0874
H -1.024 -5.415 0.165 0.1293
H 0.634 -5.134 1.118 0.1246
H -1.427 -3.321 -0.366 0.1424
H -1.690 -1.974 1.029 0.1216
H -3.367 -3.047 3.269 0.1418
H -6.482 -8.048 1.325 -0.1029
H -5.405 -6.550 -0.540 0.1216
C 0.909 -0.187 -2.174 -0.1260
C 0.348 0.652 -1.182 -0.1073
C 0.535 0.034 0.033 -0.1330
N 1.186 -1.151 -0.190 0.0086
C 1.423 -1.292 -1.533 -0.1334
H 0.937 -0.005 -3.240 0.0898
H -0.140 1.606 -1.339 0.0898
H 0.261 0.335 1.036 0.1053
H 1.450 -1.817 0.524 0.1342
H 1.934 -2.165 -1.916 0.1105
C -2.329 1.616 2.648 -0.1201
C -2.416 1.779 4.051 -0.1120
C -3.318 0.850 4.517 -0.1325
N -3.783 0.135 3.444 0.0131
C -3.181 0.592 2.300 -0.1555
H -1.711 2.184 1.964 0.0904
H -1.877 2.497 4.656 0.0777
H -3.670 0.637 5.518 0.1094
H -4.462 -0.613 3.489 0.1401
H -3.411 0.151 1.340 0.1025
C -5.588 2.123 -0.928 -0.1101
C -5.887 2.592 -2.229 -0.1148
C -4.716 3.070 -2.773 -0.1425
N -3.721 2.909 -1.844 -0.0009
C -4.242 2.328 -0.717 -0.1397
H -6.278 1.682 -0.221 0.0914
H -6.853 2.583 -2.717 0.0916
H -4.506 3.510 -3.739 0.1053
H -2.753 3.177 -1.970 0.1424
H -3.613 2.111 0.136 0.0746
C 4.886 -4.774 1.865 -0.1127
C 5.781 -4.657 0.775 -0.1113
C 5.291 -3.673 -0.055 -0.1365
N 4.130 -3.195 0.494 -0.0012
C 3.878 -3.857 1.668 -0.1516
H 4.969 -5.453 2.704 0.0928
H 6.686 -5.228 0.612 0.0934
H 5.668 -3.273 -0.987 0.1077
H 3.550 -2.468 0.096 0.1141
H 3.004 -3.621 2.260 0.1009
C 4.152 3.108 -5.245 -0.1148
C 4.081 1.767 -5.693 -0.1096
C 3.333 1.066 -4.773 -0.1429
N 2.954 1.936 -3.784 0.0072
C 3.445 3.185 -4.066 -0.1361
H 4.663 3.929 -5.730 0.0637
H 4.527 1.357 -6.590 0.0927
H 3.039 0.026 -4.738 0.1024
H 2.399 1.695 -2.973 0.1119
H 3.250 4.018 -3.404 0.1050
C 0.118 3.650 9.092 -0.1168
C 0.599 4.310 7.936 -0.1165
C 0.226 3.554 6.847 -0.1489
N -0.458 2.458 7.306 -0.0027
C -0.533 2.511 8.674 -0.1427
H 0.234 3.971 10.119 0.0910
H 1.156 5.237 7.901 0.0910
H 0.390 3.700 5.788 0.1025
H -0.847 1.726 6.727 0.1309
H -1.042 1.736 9.231 0.1044
C 6.252 7.654 -8.516 -0.1177
C 6.181 6.314 -8.964 -0.1154
C 5.433 5.613 -8.044 -0.1470
N 5.054 6.483 -7.055 -0.0029
C 5.545 7.731 -7.337 -0.1435
H 6.763 8.476 -9.001 0.0904
H 6.627 5.904 -9.861 0.0908
H 5.139 4.572 -8.009 0.0986
H 4.499 6.241 -6.244 0.1367
H 5.350 8.565 -6.675 0.1042
```

***

Entry 3:
A 9-piece molecular cluster, C28H79N5O9 overall in a non-equilibrium geometry. Source: OMol25; level of theory: ωB97M-V with the def2-TZVPD basis set.

Energy relative to the best compared isomer or geometry (same formula, charge and spin) in kcal/mol: 146.6
LUMO level in eV: 0.229
SMILES string: COC[C@H](C)N.COC[C@H](C)N.COC[C@H](C)N.COC[C@H](C)N.COC[C@H](C)N.CCO.CCO.CCO.CCO

```
121
Properties=species:S:1:pos:R:3:lowdin_charge:R:1
C 2.143 3.459 -5.949 -0.0812
O 2.531 3.791 -4.605 -0.2138
C 3.916 4.030 -4.371 -0.1951
C 4.308 3.697 -2.925 -0.4441
C 4.068 2.284 -2.467 -0.0707
N 3.572 4.551 -2.021 0.0310
H 1.986 4.378 -6.514 0.0835
H 1.137 3.051 -5.859 0.0813
H 2.790 2.696 -6.382 0.0890
H 4.579 3.480 -5.038 0.1169
H 4.086 5.057 -4.695 0.1234
H 5.375 3.894 -2.820 0.1298
H 4.151 2.211 -1.382 0.0717
H 4.886 1.649 -2.807 0.0746
H 3.080 1.975 -2.808 0.0821
H 3.486 4.132 -1.107 0.0581
H 2.614 4.572 -2.338 0.0633
C 8.016 -6.484 1.750 -0.0858
O 7.362 -5.252 1.340 -0.2167
C 7.430 -5.165 -0.092 -0.1721
C 6.358 -3.973 -0.461 -0.3489
C 4.835 -4.503 -0.392 -0.0627
N 6.554 -3.312 -1.756 0.0087
H 9.095 -6.328 1.751 0.0862
H 7.638 -7.306 1.143 0.0814
H 7.630 -6.626 2.760 0.0853
H 8.446 -4.893 -0.378 0.1083
H 7.226 -6.131 -0.554 0.1068
H 6.458 -3.210 0.310 0.1163
H 4.538 -4.643 0.647 0.0646
H 4.689 -5.280 -1.143 0.0649
H 4.054 -3.800 -0.680 0.0516
H 6.615 -2.315 -1.610 0.0627
H 7.445 -3.572 -2.155 0.0549
C -7.577 6.809 2.613 -0.1129
O -6.493 6.718 3.506 -0.1928
C -5.986 5.379 3.654 -0.1832
C -4.511 5.332 4.228 -0.4203
C -3.815 3.964 4.220 -0.0676
N -4.400 5.808 5.587 0.0138
H -8.486 6.367 3.021 0.0840
H -7.243 6.158 1.805 0.0774
H -7.735 7.827 2.258 0.0903
H -6.660 4.752 4.239 0.1238
H -5.821 4.848 2.716 0.1049
H -3.943 6.047 3.633 0.1360
H -2.743 3.847 4.057 0.0739
H -4.192 3.430 3.348 0.0612
H -4.102 3.415 5.117 0.0743
H -4.555 6.805 5.535 0.0658
H -5.081 5.456 6.245 0.0717
C -0.928 -3.190 7.115 -0.1323
O -0.816 -4.512 6.657 -0.1942
C 0.517 -4.992 6.929 -0.1752
C 0.900 -6.346 6.309 -0.4739
C 2.305 -6.851 6.661 -0.0706
N 0.699 -6.480 4.906 0.0378
H -0.619 -2.539 6.297 0.0863
H -0.453 -2.893 8.050 0.0879
H -2.010 -3.074 7.178 0.0881
H 1.180 -4.362 6.335 0.1274
H 0.642 -4.936 8.010 0.1280
H 0.262 -7.128 6.722 0.1268
H 2.504 -6.903 7.731 0.0748
H 3.069 -6.232 6.191 0.0712
H 2.500 -7.773 6.113 0.0739
H 0.053 -5.751 4.638 0.0675
H 0.003 -7.202 4.781 0.0767
C -6.410 -1.713 -2.561 -0.0594
O -6.091 -1.637 -4.001 -0.2238
C -6.463 -0.390 -4.580 -0.2059
C -6.542 -0.640 -6.129 -0.3998
C -6.873 0.428 -7.250 -0.0474
N -7.560 -1.660 -6.265 -0.0024
H -7.493 -1.813 -2.497 0.0786
H -6.108 -0.773 -2.099 0.0806
H -5.998 -2.590 -2.062 0.0829
H -7.436 -0.058 -4.219 0.1203
H -5.625 0.300 -4.482 0.1175
H -5.678 -1.230 -6.433 0.1288
H -6.051 1.137 -7.347 0.0610
H -7.772 1.012 -7.054 0.0650
H -7.002 -0.069 -8.212 0.0708
H -8.397 -1.163 -5.995 0.0645
H -7.408 -2.480 -5.695 0.0686
C -0.818 -0.651 -0.576 -0.0887
C -0.634 0.012 0.730 -0.3859
O 0.122 -0.760 1.561 -0.0590
H -1.863 -0.863 -0.805 0.0694
H -0.439 -1.672 -0.612 0.0790
H -0.359 -0.093 -1.392 0.0711
H -1.569 0.081 1.287 0.1116
H -0.189 0.989 0.542 0.1139
H 0.502 -0.144 2.192 0.0869
C 4.543 2.002 5.431 -0.0991
C 4.248 1.880 3.963 -0.3762
O 2.925 2.189 3.863 -0.0651
H 3.884 1.409 6.066 0.0792
H 4.415 3.068 5.623 0.0734
H 5.524 1.683 5.782 0.0720
H 4.323 0.823 3.707 0.1134
H 4.959 2.421 3.340 0.1142
H 2.826 3.128 4.035 0.0896
C 1.373 -2.414 -5.253 -0.1130
C 2.121 -3.714 -5.284 -0.3117
O 3.463 -3.270 -5.463 -0.0945
H 0.312 -2.664 -5.236 0.0671
H 1.395 -1.720 -6.093 0.0763
H 1.677 -1.930 -4.325 0.0728
H 1.828 -4.309 -6.150 0.1107
H 1.973 -4.251 -4.347 0.1122
H 3.826 -3.079 -4.595 0.0747
C -2.248 4.896 -1.925 -0.0956
C -2.823 5.361 -3.235 -0.3632
O -4.068 5.843 -2.899 -0.0681
H -1.279 4.400 -1.865 0.0674
H -2.878 4.219 -1.348 0.0744
H -2.105 5.820 -1.365 0.0753
H -2.909 4.542 -3.949 0.1106
H -2.188 6.167 -3.602 0.1112
H -4.527 6.030 -3.721 0.0880
```

***

Entry 4:
C18H9AuCl5N2O2 as an isolated structure. Source: OMol25; level of theory: ωB97M-V with the def2-TZVPD basis set.

Energy relative to the best compared isomer or geometry (same formula, charge and spin) in kcal/mol: 0.9
LUMO level (spin up / spin down) in eV: 1.888 / 2.261
Net charge: -1

```
37
Properties=species:S:1:pos:R:3:lowdin_charge:R:1
Au 1.190 -0.824 -0.338 1.0253
O 4.961 -1.363 1.439 0.0185
C 3.774 -1.335 1.127 -0.6239
O 3.291 -1.341 -0.053 -0.1575
C 2.764 -1.328 2.286 -0.1858
C 3.196 -1.177 3.598 -0.0046
C 2.251 -1.124 4.607 -0.0656
C 0.907 -1.270 4.284 -0.0670
C 0.570 -1.463 2.957 -0.1483
N 1.477 -1.476 1.986 0.0391
H 4.258 -1.091 3.779 0.1137
H 2.552 -0.966 5.635 0.1016
H 0.137 -1.239 5.043 0.0988
H -0.459 -1.613 2.646 0.1031
N 1.494 1.048 -1.137 -0.0096
C 0.665 1.671 -1.952 -0.4751
C -0.197 1.037 -2.901 -0.0800
C -1.031 1.774 -3.712 -0.1270
C -1.073 3.164 -3.629 -0.1497
C -0.228 3.813 -2.730 -0.1365
C 0.626 3.102 -1.919 -0.0752
H -0.158 -0.043 -2.959 0.0752
H -1.670 1.263 -4.423 0.0928
H -1.753 3.731 -4.253 0.0771
H -0.251 4.895 -2.664 0.0895
H 1.279 3.599 -1.213 0.0930
Cl -0.965 1.218 1.174 0.6760
C -1.690 -0.018 0.205 -0.7030
C -0.878 -0.955 -0.444 -0.3464
C -1.545 -1.957 -1.140 -0.7250
Cl -0.598 -3.147 -1.968 0.6457
C -2.933 -2.047 -1.201 -0.7140
Cl -3.703 -3.340 -2.043 0.6543
C -3.709 -1.086 -0.560 -0.7140
Cl -5.428 -1.178 -0.616 0.6563
C -3.082 -0.061 0.143 -0.7114
Cl -4.040 1.124 0.946 0.6598
```